Computed, not measured: C31H23BrN3O7ReS as an isolated structure, with ωB97M-V/def2-TZVPD.

The geometry in XYZ format:
```
67
Properties=species:S:1:pos:R:3:forces:R:3:nbo_charge:R:1
Re 1.33844 -0.97469 0.28506 -1.2 0.7 0.3 1.879
O -0.85027 0.05129 5.95612 -0.1 0.2 0.3 -0.621
C -0.28990 -0.25041 4.79217 0.3 -0.6 -0.6 0.394
C -0.10696 -1.56319 4.33780 0.1 0.4 -0.1 -0.294
C 0.49207 -1.76343 3.11162 0.0 -1.3 0.1 0.168
N 0.87394 -0.76390 2.32812 0.0 0.3 0.0 -0.541
C 0.74843 0.49522 2.76908 -0.1 0.6 0.2 0.110
C 0.17620 0.79877 3.98182 0.1 0.0 -0.2 -0.261
C 1.32665 1.53637 1.81727 -0.4 0.8 1.7 0.750
O 1.30447 2.71580 2.07734 0.1 -0.3 0.0 -0.571
O 1.82192 1.01607 0.74399 0.4 -1.6 -1.4 -0.740
C 0.86513 -3.19111 2.56740 -0.9 0.9 1.1 0.752
O 0.37885 -4.13055 3.15712 -0.1 -0.4 0.1 -0.625
O 1.66881 -3.13016 1.61251 0.9 0.5 -1.2 -0.724
H -1.11393 -0.73401 6.45777 0.1 0.1 -0.2 0.503
H -0.40227 -2.42840 4.91465 0.0 -0.1 0.0 0.264
H 0.09833 1.82653 4.29808 0.0 0.1 0.0 0.268
Br -3.73941 -1.42786 -4.86338 0.2 -0.1 0.1 0.086
C -2.44647 -1.81292 -3.52746 0.2 0.3 -0.3 -0.132
C -2.80961 -2.61942 -2.43661 0.3 0.1 -0.1 -0.179
C -1.90424 -2.86632 -1.44310 0.5 0.1 0.2 -0.218
C -0.60612 -2.28430 -1.45907 -1.2 0.6 -1.9 0.412
O 0.19014 -2.48684 -0.48557 1.5 0.2 1.6 -0.643
C -0.24217 -1.47902 -2.60255 0.0 -0.5 0.9 -0.174
C 1.05110 -0.89583 -2.71766 -0.5 -0.3 0.0 0.217
N 1.86594 -0.73165 -1.71342 -0.9 0.0 -0.2 -0.546
C 3.16853 -0.26415 -1.87132 1.4 0.5 -0.2 0.094
C 3.69270 0.42271 -2.95235 -0.5 -0.4 0.5 -0.182
C 5.04535 0.77908 -2.96998 0.4 0.0 0.2 -0.183
C 5.88471 0.43473 -1.94093 -0.2 0.1 -0.2 -0.156
C 5.39144 -0.26107 -0.81692 -0.5 0.0 -0.1 -0.099
C 6.19066 -0.67253 0.26958 -0.4 -0.2 0.2 -0.060
C 5.60333 -1.36936 1.29589 0.3 0.2 -0.3 -0.256
C 4.22289 -1.60037 1.28440 -0.1 -0.3 0.3 0.138
N 3.44187 -1.19328 0.30128 -0.2 -0.2 0.0 -0.482
C 4.01141 -0.57381 -0.76935 0.4 0.4 -0.8 0.239
C -1.17987 -1.28428 -3.62656 -0.6 -0.1 -0.2 -0.187
H -3.80331 -3.03887 -2.39196 -0.1 0.0 0.0 0.244
H -2.16039 -3.47834 -0.59199 0.0 -0.1 0.1 0.242
H 1.36151 -0.59870 -3.71682 0.1 0.1 0.1 0.207
H 3.06761 0.70800 -3.78514 -0.1 0.0 -0.1 0.225
H 5.42670 1.32718 -3.81845 0.0 0.0 0.0 0.239
H 6.93075 0.69616 -1.97617 0.1 0.0 0.0 0.235
H 7.24404 -0.43655 0.27372 0.1 0.0 0.0 0.238
H 6.18743 -1.73464 2.12412 0.0 0.0 0.1 0.250
H 3.74170 -2.14751 2.08342 -0.1 0.0 0.0 0.257
H -0.91023 -0.67796 -4.47956 0.0 0.0 -0.1 0.229
C -6.84140 2.72913 0.02017 -0.1 0.0 0.0 -0.638
C -5.38584 2.38993 0.03356 0.2 0.0 0.0 0.012
C -4.91349 1.23237 -0.57853 0.1 0.0 0.0 -0.143
C -3.56841 0.90347 -0.55263 0.2 -0.2 -0.1 -0.215
C -2.68527 1.74846 0.09232 0.4 0.0 0.4 -0.271
C -3.13215 2.90150 0.72039 0.1 0.0 0.0 -0.188
C -4.47500 3.22178 0.68352 0.0 -0.1 -0.1 -0.202
S -0.90989 1.46838 0.17698 -1.3 1.3 -1.3 1.293
C -0.53053 2.10606 -1.49148 0.1 -0.1 0.6 -0.786
O -0.73649 -0.02979 0.02224 1.2 -1.7 0.1 -0.965
H -7.38185 2.11065 -0.69133 -0.1 0.0 0.0 0.225
H -6.99375 3.77628 -0.23448 0.0 0.0 0.0 0.231
H -7.27239 2.56803 1.00883 -0.1 0.0 0.0 0.236
H -5.60804 0.58001 -1.08552 -0.1 -0.1 -0.1 0.216
H -3.20934 -0.00379 -1.01652 0.0 -0.1 -0.1 0.235
H -2.42314 3.53809 1.22659 0.1 0.2 0.1 0.230
H -4.82339 4.12318 1.16339 0.0 0.1 0.1 0.227
H -1.16405 1.60737 -2.21809 -0.1 -0.1 0.0 0.243
H 0.51996 1.91137 -1.68579 0.2 0.0 0.1 0.236
H -0.71346 3.17503 -1.47762 0.0 0.1 0.0 0.255
```
Forces are in eV/Å.

Values from the calculation:
Gap between HOMO and LUMO (alpha / beta): 6.62 / 6.73 eV
Charge: +1
Total energy: -4936.4287 a.u.
2S+1: 4